Record 1
160
Properties=species:S:1:pos:R:3:forces:R:3 method="wB97M-V/def2-TZVPD" fmax_ev_per_a=3.63 charge=+3 spin_multiplicity=1 molar_mass_da=884.94 homo_lumo_gap_ha=0.37582 e_above_lowest_kj_mol=536.6
C -2.564708 -0.529049 -4.507670 0.2 0.0 -0.8
C -3.783398 -0.248639 -3.697285 -0.8 0.1 3.5
C -3.567070 -0.769981 -2.143853 -1.0 0.4 -1.6
N -4.701923 -0.542203 -1.114039 0.8 0.6 -1.2
C -4.944942 0.996447 -1.076892 1.0 -0.1 1.2
C -5.644328 1.449315 0.193231 0.3 -1.1 1.3
C -4.992653 0.828869 1.495354 -0.6 0.3 -1.1
C -4.992813 -0.686803 1.342139 -0.4 0.7 1.5
C -4.137950 -1.131755 0.205913 -0.5 0.2 -0.4
C -5.974805 -1.291487 -1.543810 1.9 0.6 1.0
H -2.709409 -0.007529 -5.453804 0.1 -0.2 -0.2
H -2.412615 -1.587404 -4.719451 0.0 0.0 0.0
H -1.660176 -0.103017 -4.073601 -0.1 -0.1 0.3
H -4.735746 -0.617982 -4.077703 0.3 -0.4 -0.3
H -3.922727 0.829289 -3.615107 0.1 0.1 -0.1
H -2.689576 -0.255688 -1.751922 0.0 -0.2 0.1
H -3.439097 -1.852271 -2.124236 0.3 0.0 -0.2
H -3.956408 1.455226 -1.056092 0.2 -0.1 -0.4
H -5.487980 1.279137 -1.978722 0.1 -0.2 0.1
H -5.622195 2.529446 0.337877 -0.3 0.0 -0.6
H -6.645254 1.028947 0.095565 -0.4 0.6 0.5
H -3.989508 1.214474 1.677336 0.3 0.0 -0.5
H -5.505434 1.153244 2.400861 -0.5 -0.1 -0.2
H -4.745807 -1.111855 2.314987 0.7 -0.4 -0.2
H -6.001826 -1.086518 1.241066 -0.3 0.2 -0.3
H -3.084474 -0.860228 0.273398 -0.1 0.4 0.0
H -4.163603 -2.221337 0.189895 -0.1 -0.1 -0.8
H -6.216119 -1.006877 -2.567951 -0.1 -0.1 0.3
H -6.714045 -1.006919 -0.795060 -0.3 -0.4 -0.5
H -5.603478 -2.310100 -1.431392 -0.9 -0.3 -0.3
C -2.747436 -2.945375 3.048059 0.9 0.2 -0.4
C -1.842042 -1.948185 3.830358 -1.0 0.9 0.4
C -2.076080 -0.440303 3.477097 2.2 0.3 -0.6
N -1.076530 0.573993 4.175812 0.4 -0.8 -0.3
C -1.455177 2.009548 3.720702 -1.3 -0.3 0.0
C -0.795727 3.125335 4.506008 0.7 -0.2 -1.6
C -0.824524 2.907683 5.942535 -0.7 1.0 2.6
C -0.558513 1.535693 6.482872 0.6 -1.4 0.2
C -1.245435 0.358130 5.688698 0.4 2.6 -0.2
C 0.356314 0.362350 3.658750 -0.6 -1.2 1.3
H -2.704691 -2.856740 1.962510 0.3 0.7 -0.2
H -3.813189 -2.920177 3.275267 0.2 -0.1 0.5
H -2.293642 -3.927639 3.179706 -0.5 -0.2 0.5
H -0.792717 -2.227783 3.736253 0.0 0.2 -0.5
H -2.018362 -2.076280 4.898342 -0.3 -0.2 0.0
H -3.065697 -0.003497 3.611106 0.0 -0.4 0.3
H -1.764535 -0.298316 2.442268 -0.5 -0.1 -0.3
H -2.535640 2.086662 3.842135 -0.1 0.0 0.2
H -1.322692 2.025521 2.638900 0.3 0.1 0.0
H -1.212506 4.120032 4.348003 -0.5 -0.3 -0.7
H 0.246867 3.248653 4.212931 0.2 -0.2 -0.3
H -1.731431 3.246768 6.443176 -0.7 0.0 -0.6
H -0.153957 3.674866 6.329654 0.5 -0.4 0.5
H -0.911323 1.485398 7.512965 -0.2 -0.1 0.0
H 0.514716 1.406239 6.622559 0.2 -0.5 -0.4
H -2.323304 0.482046 5.793387 -0.1 -0.2 0.3
H -0.941755 -0.634649 6.020765 0.2 0.2 -0.4
H 1.050229 1.030999 4.168169 -0.4 0.6 -0.6
H 0.359575 0.315026 2.569780 0.0 0.5 0.1
H 0.726811 -0.599161 4.014184 -0.4 -0.3 0.0
C 5.041336 -1.655768 -0.867819 0.4 -0.8 1.7
C 4.169832 -0.630814 -1.482544 -0.4 0.9 -1.5
C 3.462258 -1.262016 -2.696884 -0.1 1.4 -0.7
N 2.999638 -0.231289 -3.848814 0.5 -0.3 1.5
C 1.773112 -0.915934 -4.514586 0.1 -0.9 0.3
C 1.070526 -0.171819 -5.607466 0.9 1.1 0.7
C 0.765714 1.230345 -5.123907 0.6 1.1 0.4
C 1.983783 1.983857 -4.428551 -0.8 -0.7 -0.7
C 2.644202 1.189663 -3.295244 -0.7 -1.5 -0.9
C 4.222048 -0.090842 -4.738241 -1.6 -1.1 -0.7
H 5.667434 -2.128456 -1.624559 -0.1 -0.2 0.1
H 4.493046 -2.370496 -0.254105 0.0 -0.5 -0.3
H 5.729819 -1.193306 -0.160557 0.1 0.1 0.0
H 4.924922 0.125920 -1.695343 -0.4 0.5 -1.0
H 3.410510 -0.111409 -0.897951 0.1 -0.5 0.5
H 2.588300 -1.830655 -2.379179 -0.2 0.4 0.1
H 4.102965 -1.959160 -3.236870 0.0 0.1 0.1
H 1.070924 -1.153111 -3.715345 0.2 0.3 0.3
H 2.099579 -1.870148 -4.928105 0.6 -0.1 0.3
H 0.108376 -0.584830 -5.910435 0.3 -0.7 0.1
H 1.739633 -0.141827 -6.467397 -0.2 0.1 -0.3
H -0.053878 1.275290 -4.406724 -0.1 -0.3 -0.1
H 0.418831 1.684919 -6.051879 0.1 1.0 0.4
H 1.659438 2.928137 -3.991264 -0.1 0.1 -0.2
H 2.701355 2.206254 -5.218323 0.3 0.2 0.2
H 2.002205 0.978046 -2.440171 -0.4 0.2 -0.1
H 3.543981 1.678580 -2.921817 0.1 -0.3 -0.2
H 4.515819 -1.128105 -4.899109 0.7 0.3 0.0
H 4.973876 0.552779 -4.281521 -0.2 -0.2 -0.1
H 3.863649 0.225093 -5.717958 0.4 0.6 0.2
C 3.748649 0.590734 1.720143 -1.8 -1.3 -0.5
C 3.575447 1.926674 0.992408 1.5 0.5 1.7
C 2.427989 2.789578 1.523024 -0.2 1.1 -1.6
N 2.064580 4.022397 0.623052 0.2 -0.4 -0.9
C 3.314676 4.942770 0.281480 -1.4 0.0 0.3
C 3.916500 5.612793 1.493896 -1.1 0.5 0.1
C 2.792875 6.441337 2.179832 -1.0 -0.6 0.5
C 1.436317 5.650006 2.525584 1.5 -1.0 -0.4
C 0.900652 4.786217 1.332804 1.4 2.1 -0.1
C 1.560156 3.581359 -0.747649 -0.1 -1.0 0.0
H 3.813222 0.640746 2.807080 0.6 0.6 0.0
H 4.572361 0.013333 1.300373 0.1 0.2 0.3
H 2.860733 -0.032376 1.613192 -0.1 -0.2 -0.4
H 3.733181 1.916904 -0.086081 -0.6 -0.4 0.1
H 4.510889 2.311567 1.398496 0.1 1.3 -0.5
H 2.702986 3.288729 2.452181 -0.2 -0.5 0.2
H 1.478516 2.255355 1.557703 0.1 -0.1 0.3
H 4.047525 4.401478 -0.316891 -0.3 -0.4 0.1
H 2.783760 5.649286 -0.356539 0.5 0.4 -0.1
H 4.465203 4.889654 2.097297 -0.3 0.0 0.4
H 4.677101 6.336677 1.201346 0.0 -0.1 -0.4
H 3.177829 6.917585 3.081556 -0.1 -0.3 0.2
H 2.540235 7.296363 1.552781 0.0 -0.1 -0.4
H 1.663013 4.985225 3.359121 0.0 0.0 0.3
H 0.637193 6.311209 2.860710 0.1 0.1 -0.2
H 0.019177 4.164741 1.490473 0.4 -0.4 0.2
H 0.550114 5.568667 0.659749 0.0 -0.4 -0.7
H 1.381894 4.353713 -1.495841 0.0 0.7 0.8
H 0.648435 2.987445 -0.683409 -0.1 0.1 0.5
H 2.282433 2.930769 -1.240746 0.3 0.0 0.5
C 1.525106 -2.760591 1.938772 0.1 -0.6 -1.2
C 1.376710 -4.205245 1.266425 -0.7 1.8 0.9
C 0.564796 -3.929374 -0.006622 -0.6 -2.5 -0.3
N 0.150465 -5.234179 -0.784510 0.7 -2.4 -1.0
C -0.750559 -4.958882 -1.999034 -0.6 1.1 1.0
C -0.046025 -4.112389 -3.000945 0.0 -0.9 -0.6
C 1.166208 -4.866060 -3.540189 -0.8 1.9 -2.1
C 2.176062 -5.175710 -2.512067 -1.2 -1.6 1.1
C 1.430144 -6.017267 -1.381380 0.3 2.2 0.8
C -0.643080 -6.273037 0.068354 0.5 1.4 -0.1
H 0.606862 -2.186282 1.815906 -0.2 -0.3 0.2
H 2.225524 -2.192744 1.326336 0.3 0.0 0.2
H 1.834057 -2.731721 2.983682 0.1 -0.4 -0.1
H 0.797580 -4.807545 1.966377 0.0 -0.2 -0.2
H 2.352360 -4.671656 1.129746 -0.1 0.1 -0.2
H 1.105471 -3.331853 -0.740616 -0.4 0.3 0.3
H -0.444498 -3.606060 0.248109 0.4 1.0 0.0
H -1.617187 -4.360075 -1.718885 -0.2 -0.3 0.9
H -1.150706 -5.899487 -2.377519 0.5 -0.1 0.0
H 0.151624 -3.124192 -2.585609 0.5 0.0 0.2
H -0.728688 -3.880209 -3.818352 -0.2 -0.3 -0.1
H 1.501399 -4.134842 -4.275763 0.9 -0.2 -0.2
H 0.914100 -5.718154 -4.171434 -0.4 -0.2 0.4
H 2.596047 -4.227179 -2.177408 0.4 -0.4 0.5
H 2.905578 -5.859350 -2.946271 0.4 0.3 0.3
H 2.094881 -6.116640 -0.523281 -0.1 -0.2 0.0
H 1.097696 -7.011832 -1.678750 -0.1 0.3 -0.3
H -0.969024 -7.080422 -0.587387 0.2 0.1 0.1
H -1.503022 -5.735006 0.467246 -0.1 -0.1 -0.1
H -0.077647 -6.643718 0.923317 0.3 0.0 -0.4
B -2.963054 4.213853 1.065182 0.1 1.5 0.6
F -2.089536 5.253946 1.286843 1.7 1.8 -0.8
F -3.933786 4.545735 0.138045 -0.1 -0.7 -0.3
F -2.162874 3.128998 0.706632 0.0 -1.4 -0.5
F -3.480973 4.080500 2.335146 -1.4 -1.7 1.2
B -0.069792 -0.252194 -0.478839 0.1 0.1 -0.4
F -0.113686 -0.842521 -1.749702 0.9 -1.4 -0.6
F 1.191647 0.013197 0.031104 1.4 -0.3 -0.2
F -0.695935 0.906029 -0.656051 -1.5 2.9 -0.1
F -0.738664 -1.009265 0.446950 -0.9 -1.4 1.0

=====

Record 2
13
Properties=species:S:1:pos:R:3:forces:R:3 method="wB97M-V/def2-TZVPD" fmax_ev_per_a=5.12 charge=0 spin_multiplicity=1 molar_mass_da=134.23 homo_lumo_gap_ha="0.28192 / 0.28190" e_above_lowest_kj_mol=363.1
C 1.334275 0.804922 -0.481262 -2.5 4.2 1.4
C 1.891596 -0.450996 -0.729145 -0.5 -4.3 0.2
C -1.643479 -0.203635 1.017414 -0.8 -0.9 -0.5
N 0.208639 0.975026 0.146056 1.9 1.0 -1.3
N -0.205080 0.072674 0.926647 -0.6 -3.3 1.5
S 1.121564 -1.686641 0.396630 -1.1 2.0 0.6
S -2.508785 -0.352746 -0.631429 0.2 -2.9 1.0
H 1.822497 1.725292 -0.760171 0.0 0.1 -0.5
H 1.577630 -0.815102 -1.691104 0.4 0.2 -0.8
H 2.940813 -0.501153 -0.585432 1.1 0.1 -0.1
H -2.279764 0.559192 1.436814 0.8 1.2 0.4
H -1.904843 -1.011230 1.750368 0.9 0.1 -1.3
H -2.355060 0.884403 -0.795389 0.2 2.6 -0.6

=====

Record 3
46
Properties=species:S:1:pos:R:3:forces:R:3 method="wB97M-V/def2-TZVPD" fmax_ev_per_a=0.57 charge=0 spin_multiplicity=1 molar_mass_da=356.85 homo_lumo_gap_ha=0.34470 e_above_lowest_kj_mol=9.3
O -1.235749 0.521411 0.944635 0.0 -0.1 0.0
C -1.519849 1.457301 0.224379 -0.2 0.3 0.1
N -0.612358 2.366511 -0.221025 0.0 0.4 -0.2
C 0.779958 2.282555 -0.060365 0.4 -0.2 0.2
C 1.497850 3.450960 0.175753 -0.1 -0.1 0.0
C 2.871890 3.412641 0.312704 0.0 0.0 -0.1
C 3.543490 2.205579 0.207825 0.1 0.0 0.0
C 2.834943 1.043891 -0.038190 -0.1 0.1 0.0
C 1.450132 1.061772 -0.163091 0.0 0.3 -0.1
C 0.713610 -0.158701 -0.633199 0.2 0.0 -0.1
O 0.170880 -0.130080 -1.728958 -0.1 0.1 -0.1
N 0.752353 -1.262921 0.135456 0.1 -0.2 0.0
C 1.159405 -1.262319 1.520469 0.0 0.0 0.5
C 1.908099 -2.541193 1.918002 0.1 0.2 -0.2
C 2.787999 -3.117988 0.805393 -0.1 -0.3 0.2
C 2.029486 -4.071220 -0.119903 0.1 0.2 -0.2
C 1.059919 -3.373327 -1.070455 -0.1 -0.1 0.2
C 0.075725 -2.444064 -0.359056 -0.1 -0.1 -0.6
C -2.917883 1.708629 -0.234020 -0.3 -0.1 0.0
C -3.710133 0.597646 -0.507994 0.1 0.1 0.0
C -5.013222 0.748102 -0.939988 -0.1 0.1 0.0
C -5.535938 2.024807 -1.079925 0.3 0.0 0.1
Cl -7.165369 2.227929 -1.613444 -0.2 0.0 -0.1
C -4.770143 3.143082 -0.787461 -0.1 0.0 -0.1
C -3.461812 2.981978 -0.369654 0.1 -0.2 0.0
H -0.950396 3.160135 -0.744387 0.0 -0.2 0.0
H 0.969431 4.391129 0.245173 -0.1 0.1 0.1
H 3.419418 4.325262 0.494140 0.0 0.1 0.0
H 4.618178 2.172151 0.303414 0.1 0.0 0.0
H 3.362124 0.108539 -0.158642 0.0 -0.1 0.0
H 1.795899 -0.393485 1.688244 -0.1 -0.1 0.0
H 0.269391 -1.142596 2.151169 0.1 0.1 0.0
H 1.199526 -3.308689 2.234379 0.0 0.0 0.1
H 2.525611 -2.300930 2.785657 -0.1 0.0 0.1
H 3.608655 -3.674075 1.264799 0.0 0.1 0.0
H 3.225894 -2.308946 0.218778 0.1 0.0 0.0
H 2.751353 -4.633422 -0.717316 0.0 -0.1 0.0
H 1.481114 -4.792321 0.491789 0.0 -0.1 0.0
H 1.616853 -2.777370 -1.796265 0.0 0.0 -0.1
H 0.497667 -4.128911 -1.622513 0.0 0.0 -0.1
H -0.418364 -2.950719 0.471473 0.0 0.0 0.1
H -0.680261 -2.110332 -1.075623 0.0 -0.1 0.2
H -3.281373 -0.384646 -0.383827 0.0 -0.1 0.0
H -5.622668 -0.113151 -1.163722 -0.1 -0.1 0.0
H -5.197167 4.128917 -0.885445 -0.1 0.1 0.0
H -2.884167 3.860481 -0.119165 0.1 0.1 0.0